# 1
107
Properties=species:S:1:pos:R:3:mulliken_charge:R:1 method="wB97M-V/def2-TZVPD" orbital_gap_ev=9.718 homo_ev=-9.19 smiles=COCCOCCOC.Fc1ccccc1.Fc1ccccc1.Fc1ccccc1.Fc1ccccc1.Fc1ccccc1.Fc1ccccc1.Fc1ccccc1
C 2.672 -1.412 -1.799 -0.365
O 2.172 -2.175 -2.854 -0.425
C 0.746 -2.324 -2.835 -0.029
C -0.127 -1.124 -3.384 -0.433
O 0.094 -0.786 -4.747 -0.350
C -0.187 -1.742 -5.698 -0.563
C -0.427 -1.020 -7.025 -0.616
O -1.307 0.132 -6.879 -0.246
C -1.564 0.814 -8.029 -0.777
H 3.716 -1.187 -2.018 0.263
H 2.658 -1.965 -0.860 0.042
H 2.174 -0.446 -1.720 0.320
H 0.416 -2.587 -1.830 -0.195
H 0.324 -3.181 -3.360 0.459
H 0.212 -0.299 -2.758 0.092
H -1.190 -1.310 -3.231 0.496
H -1.080 -2.279 -5.377 0.362
H 0.602 -2.494 -5.686 0.358
H -0.862 -1.751 -7.706 0.413
H 0.546 -0.716 -7.413 0.344
H -0.720 1.428 -8.345 0.301
H -2.413 1.482 -7.884 0.234
H -1.871 0.145 -8.832 0.308
F -2.984 -8.368 -0.648 -0.304
C -1.947 -7.528 -0.405 0.246
C -0.865 -7.705 -1.261 -0.244
C 0.257 -6.821 -1.185 -0.650
C 0.248 -5.753 -0.314 -0.121
C -0.882 -5.549 0.524 -0.288
C -1.996 -6.424 0.450 -0.661
H -0.969 -8.422 -2.062 0.398
H 1.126 -7.026 -1.793 0.383
H 1.053 -5.036 -0.247 0.413
H -0.927 -4.784 1.286 0.365
H -2.857 -6.141 1.037 0.444
F -2.273 7.337 2.362 -0.374
C -2.822 6.163 1.941 0.264
C -2.938 5.951 0.543 -0.359
C -3.393 4.723 0.111 -0.483
C -3.841 3.794 1.032 -0.374
C -3.624 3.973 2.425 -0.357
C -3.175 5.186 2.898 -0.542
H -2.692 6.793 -0.088 0.493
H -3.539 4.431 -0.919 0.407
H -4.239 2.873 0.632 0.460
H -4.085 3.274 3.107 0.425
H -3.101 5.429 3.947 0.475
F 4.329 6.440 0.567 -0.373
C 3.065 6.183 0.882 0.185
C 2.139 6.119 -0.146 -0.368
C 0.859 5.670 0.107 -0.727
C 0.567 5.289 1.418 0.002
C 1.482 5.414 2.481 -0.823
C 2.786 5.802 2.150 -0.037
H 2.357 6.361 -1.176 0.383
H 0.089 5.651 -0.650 0.464
H -0.466 5.022 1.584 0.399
H 1.184 5.186 3.494 0.425
H 3.619 5.882 2.833 0.431
F -5.865 1.797 2.488 -0.305
C -5.800 0.412 2.438 0.406
C -5.230 -0.236 1.375 -0.115
C -4.994 -1.588 1.439 -0.367
C -5.554 -2.320 2.512 -0.628
C -6.165 -1.671 3.572 -0.361
C -6.266 -0.326 3.557 -0.444
H -4.817 0.363 0.576 0.338
H -4.437 -2.208 0.751 0.395
H -5.478 -3.394 2.594 0.364
H -6.614 -2.286 4.337 0.377
H -6.850 0.148 4.332 0.374
F 5.413 -0.808 0.505 -0.276
C 5.362 0.563 0.551 0.241
C 4.202 1.188 1.054 -0.396
C 4.271 2.553 1.200 0.104
C 5.340 3.298 0.709 -0.427
C 6.459 2.663 0.223 -0.490
C 6.488 1.255 0.126 -0.644
H 3.407 0.565 1.436 0.553
H 3.370 3.052 1.527 0.182
H 5.391 4.374 0.782 0.369
H 7.289 3.247 -0.145 0.386
H 7.328 0.707 -0.276 0.421
F -0.622 -2.349 0.807 -0.065
C -0.807 -1.019 0.707 0.085
C -1.839 -0.519 -0.165 -0.747
C -1.990 0.860 -0.335 -0.552
C -1.075 1.709 0.286 -0.764
C -0.099 1.211 1.144 -0.737
C 0.104 -0.177 1.339 -0.273
H -2.575 -1.118 -0.681 0.766
H -2.800 1.157 -0.985 0.620
H -1.189 2.781 0.228 0.534
H 0.512 1.964 1.619 0.508
H 0.917 -0.577 1.927 0.624
F 0.875 -3.574 4.545 -0.311
C 2.086 -3.461 3.971 0.265
C 2.124 -3.645 2.571 -0.021
C 3.392 -3.648 1.944 -0.390
C 4.483 -3.308 2.678 -0.511
C 4.414 -3.003 3.995 -0.348
C 3.212 -3.074 4.704 -0.580
H 1.202 -3.859 2.050 0.353
H 3.416 -3.690 0.865 0.342
H 5.444 -3.065 2.249 0.331
H 5.344 -2.782 4.497 0.381
H 3.094 -2.758 5.730 0.461


# 2
108
Properties=species:S:1:pos:R:3:mulliken_charge:R:1 method="wB97M-V/def2-TZVPD" orbital_gap_ev=6.055 homo_ev=-12.63 total_charge=+2 e_above_lowest_kcal_mol=0.0
Pd 0.012 0.289 0.651 -0.269
C 1.184 -2.366 5.381 -0.877
Si 2.711 -1.298 5.212 -0.090
C 2.598 0.200 6.310 -1.150
C 4.230 -2.314 5.564 -1.089
C 2.902 -0.638 3.429 0.325
C 4.178 -0.246 2.996 -0.264
C 4.405 0.270 1.735 -1.839
C 3.333 0.422 0.873 -0.201
N 2.103 0.084 1.258 0.577
C 1.909 -0.439 2.485 0.755
S 0.171 -0.847 2.671 -0.831
H 1.205 -2.802 6.384 0.542
H 1.175 -3.193 4.668 0.148
H 0.249 -1.810 5.297 0.369
H 2.538 -0.100 7.358 0.389
H 1.713 0.797 6.083 0.354
H 3.474 0.842 6.198 0.354
H 4.149 -2.759 6.558 0.422
H 5.148 -1.724 5.553 0.386
H 4.341 -3.127 4.842 0.308
H 5.026 -0.372 3.659 0.368
H 5.399 0.549 1.415 0.509
H 3.445 0.803 -0.131 0.638
C 1.095 7.494 1.304 -0.993
O 0.506 6.386 0.625 -0.266
C -0.761 6.539 0.166 0.469
C -1.548 7.669 0.348 -0.533
C -2.832 7.705 -0.181 -0.794
C -3.342 6.638 -0.902 -0.926
C -2.550 5.515 -1.100 0.351
C -1.277 5.458 -0.554 -0.370
N -0.436 4.316 -0.749 0.248
C -0.664 3.102 -0.210 -0.084
N -1.820 2.938 0.459 -0.260
C -2.527 1.729 0.571 0.227
C -1.963 0.463 0.605 -0.124
C -2.824 -0.635 0.657 0.011
C -4.195 -0.475 0.704 -1.781
C -4.760 0.793 0.711 -0.659
C -3.924 1.893 0.640 1.301
O -4.344 3.180 0.617 -0.414
C -5.742 3.439 0.728 -1.061
N 0.184 2.103 -0.336 0.594
C 1.454 2.364 -0.911 -1.080
C 2.340 3.230 -0.282 0.965
C 3.603 3.471 -0.809 -1.012
C 3.989 2.812 -1.964 -1.053
C 3.124 1.924 -2.595 -0.474
C 1.848 1.699 -2.083 0.561
O 0.941 0.863 -2.638 -0.220
C 1.232 0.367 -3.945 -1.214
H 2.105 7.187 1.556 0.224
H 0.546 7.729 2.217 0.410
H 1.132 8.371 0.656 0.410
H -1.175 8.520 0.897 0.426
H -3.435 8.590 -0.032 0.410
H -4.334 6.688 -1.328 0.481
H -2.906 4.677 -1.684 0.536
H 0.513 4.503 -1.036 0.293
H -2.422 3.751 0.507 0.294
H -2.457 -1.647 0.671 0.477
H -4.833 -1.348 0.748 0.516
H -5.831 0.912 0.759 0.501
H -5.842 4.520 0.721 0.265
H -6.136 3.040 1.663 0.408
H -6.283 3.014 -0.119 0.418
H 2.036 3.714 0.641 0.574
H 4.274 4.159 -0.315 0.505
H 4.969 2.985 -2.389 0.427
H 3.446 1.424 -3.497 0.503
H 0.326 -0.119 -4.294 0.157
H 2.043 -0.365 -3.919 0.386
H 1.491 1.185 -4.618 0.602
C 4.582 -4.284 1.360 -0.713
C 3.483 -4.687 2.105 -0.741
C 2.236 -4.131 1.855 -0.793
C 2.100 -3.174 0.852 1.008
C 3.196 -2.780 0.093 -0.446
C 4.439 -3.336 0.352 -0.831
Sb 0.190 -2.386 0.509 1.990
C -0.054 -2.452 -1.595 1.653
C 0.701 -3.441 -2.226 -0.706
C 0.479 -3.711 -3.570 -0.899
C -0.497 -3.007 -4.266 -0.528
C -1.243 -2.024 -3.627 -0.796
C -1.024 -1.739 -2.290 -0.763
C -1.234 -3.731 1.255 0.922
C -1.466 -3.910 2.614 -0.644
C -2.400 -4.848 3.023 -0.746
C -3.097 -5.602 2.085 -0.670
C -2.859 -5.421 0.728 -0.909
C -1.926 -4.485 0.308 -0.487
H 5.552 -4.723 1.553 0.433
H 3.592 -5.443 2.872 0.500
H 1.375 -4.460 2.426 0.403
H 3.088 -2.057 -0.707 0.556
H 5.294 -3.040 -0.240 0.487
H 1.449 -4.008 -1.688 0.481
H 1.061 -4.475 -4.066 0.454
H -0.679 -3.227 -5.310 0.414
H -2.002 -1.478 -4.175 0.419
H -1.596 -0.957 -1.802 0.276
H -0.934 -3.330 3.360 0.372
H -2.586 -4.988 4.079 0.462
H -3.827 -6.329 2.413 0.432
H -3.397 -6.007 -0.005 0.472
H -1.754 -4.346 -0.752 0.476


# 3
130
Properties=species:S:1:pos:R:3:mulliken_charge:R:1 method="wB97M-V/def2-TZVPD" orbital_gap_ev=8.392 homo_ev=-9.35 e_above_lowest_kcal_mol=143.5
C 28.986 12.721 28.894 0.044
C 27.734 12.764 27.965 -0.374
O 27.245 11.438 27.850 -0.342
S 27.438 10.773 29.351 0.814
O 27.549 9.382 29.333 -0.578
O 26.501 11.356 30.315 -0.085
O 28.895 11.536 29.543 -0.359
H 28.886 13.443 29.705 0.027
H 29.931 12.889 28.378 0.316
H 27.938 12.993 26.919 0.310
H 26.906 13.447 28.157 0.224
C 19.760 6.489 30.418 -0.073
C 18.316 6.598 31.246 -0.429
O 18.333 7.941 31.496 -0.353
S 18.827 8.887 30.237 1.131
O 19.514 10.078 30.782 -0.442
O 17.847 9.069 29.163 -0.585
O 19.880 7.742 29.746 -0.098
H 19.692 5.719 29.650 0.310
H 20.628 6.516 31.078 -0.121
H 18.218 5.944 32.113 0.333
H 17.499 6.418 30.547 0.334
C 30.024 13.809 32.703 -0.418
C 29.052 14.738 32.711 -0.495
C 27.707 14.379 32.525 -0.806
C 27.422 12.941 32.719 0.341
C 28.442 11.989 32.803 -0.400
C 29.758 12.430 32.728 -0.426
N 25.987 12.539 32.686 1.062
O 25.198 13.446 32.490 -0.554
O 25.701 11.347 32.925 -0.555
H 31.032 14.126 32.481 0.361
H 29.298 15.789 32.758 0.396
H 26.884 15.068 32.400 0.624
H 28.330 10.965 33.128 0.440
H 30.540 11.687 32.670 0.434
C 20.432 16.395 33.221 -0.589
C 20.583 17.764 33.025 -0.636
C 21.794 18.198 32.603 -0.057
C 22.889 17.380 32.503 -0.323
C 22.764 16.013 32.750 -0.082
C 21.517 15.485 33.015 -0.352
N 24.213 18.023 32.245 0.966
O 24.194 19.253 32.093 -0.591
O 25.222 17.374 32.144 -0.626
H 19.475 16.027 33.560 0.392
H 19.755 18.434 33.203 0.425
H 21.840 19.276 32.550 0.425
H 23.684 15.451 32.683 0.499
H 21.496 14.418 33.184 0.574
C 17.123 12.125 26.865 -1.014
C 16.504 12.504 25.713 -0.795
C 17.270 13.191 24.786 -0.468
C 18.698 13.467 25.043 -0.648
C 19.319 13.019 26.234 0.996
C 18.500 12.308 27.124 -0.517
N 19.436 14.303 24.120 1.325
O 18.982 14.351 22.956 -0.666
O 20.401 14.975 24.531 -0.609
H 16.478 11.679 27.609 0.453
H 15.441 12.674 25.623 0.434
H 16.776 13.633 23.933 0.517
H 20.319 13.304 26.527 0.469
H 18.783 11.946 28.102 0.529
C 16.784 17.177 25.715 -0.701
C 16.058 16.483 26.708 -0.257
C 16.595 16.071 27.887 -0.570
C 17.955 16.259 28.145 0.187
C 18.694 17.008 27.202 -0.227
C 18.102 17.390 26.042 -0.390
N 18.619 15.629 29.303 1.034
O 19.686 16.102 29.684 -0.545
O 18.114 14.681 29.827 -0.598
H 16.398 17.459 24.746 0.475
H 14.999 16.300 26.604 0.379
H 15.953 15.706 28.675 0.407
H 19.748 17.225 27.303 0.448
H 18.613 18.017 25.327 0.347
C 19.211 9.158 25.138 -0.344
C 19.148 9.952 24.091 -0.686
C 20.170 10.834 23.915 -0.071
C 21.379 10.910 24.665 -0.756
C 21.423 10.022 25.715 0.495
C 20.335 9.143 25.957 -0.648
N 22.465 11.828 24.217 1.100
O 22.082 12.738 23.479 -0.559
O 23.518 11.938 24.791 -0.638
H 18.297 8.664 25.432 0.371
H 18.307 10.020 23.416 0.436
H 19.934 11.389 23.019 0.284
H 22.284 9.931 26.361 0.639
H 20.168 8.561 26.851 0.312
C 23.016 8.768 32.657 0.072
C 22.815 9.789 33.528 0.006
C 21.901 9.674 34.552 -0.717
C 21.246 8.431 34.817 -0.157
C 21.494 7.337 33.936 -0.187
C 22.505 7.479 32.999 -1.232
N 20.384 8.190 36.007 0.960
O 19.462 7.445 36.074 -0.591
O 20.723 8.894 36.967 -0.572
H 23.806 8.724 31.922 0.440
H 23.334 10.735 33.478 0.419
H 21.849 10.524 35.216 0.501
H 20.963 6.397 33.918 0.489
H 22.741 6.715 32.273 0.567
O 26.230 4.876 27.268 -0.645
C 25.260 5.501 27.698 0.410
O 24.410 6.144 27.010 -0.360
C 23.873 7.286 27.654 0.126
C 24.377 7.167 29.184 0.948
C 25.079 5.817 29.204 -0.655
H 22.790 7.310 27.533 0.012
H 24.317 8.191 27.240 0.086
H 23.575 7.169 29.923 -0.488
H 25.113 7.940 29.401 -0.154
H 24.224 5.181 29.436 0.280
H 25.861 5.524 29.904 0.429
O 22.037 9.555 29.178 -0.014
C 22.296 10.808 29.200 0.079
O 21.634 11.690 28.380 -0.056
C 21.912 13.073 28.713 -0.468
C 22.319 13.004 30.217 -0.800
C 23.070 11.619 30.183 0.947
H 21.230 13.873 28.425 0.291
H 22.770 13.204 28.054 0.348
H 21.482 13.007 30.915 0.311
H 23.093 13.703 30.533 0.297
H 23.198 11.340 31.229 -0.752
H 24.066 11.818 29.787 -0.139


# 4
111
Properties=species:S:1:pos:R:3:mulliken_charge:R:1 method="wB97M-V/def2-TZVPD" orbital_gap_ev="5.302 / 7.001" homo_ev="-1.16 / -2.87" total_charge=-2 spin_multiplicity=3 s2=2.01 e_above_lowest_kcal_mol=75.9
Ti -0.591 -0.470 2.449 -0.122
O 3.226 -3.004 1.658 -0.750
C 2.728 -4.226 1.915 0.781
C 3.543 -5.326 1.553 -0.827
C 2.925 -6.575 1.546 -0.068
C 1.610 -6.766 1.888 -0.899
C 0.924 -5.695 2.435 -0.326
C 1.453 -4.386 2.407 -0.024
C 0.496 -3.285 2.680 0.921
O 0.915 -2.051 2.496 -0.811
N -0.719 -3.631 3.010 -1.056
N -1.445 -2.382 3.102 1.106
C -2.645 -2.584 3.616 -0.789
C -3.676 -1.630 3.763 0.672
C -4.912 -2.075 4.355 -0.878
C -5.848 -1.225 4.839 -0.610
C -5.567 0.186 4.786 -0.804
C -4.387 0.591 4.230 -0.806
C -3.463 -0.273 3.604 0.422
O -2.364 0.164 3.095 0.228
H 2.658 -2.320 2.066 0.355
H 4.557 -5.077 1.243 0.396
H 3.466 -7.423 1.028 0.235
H 1.212 -7.796 1.858 0.327
H -0.088 -5.890 2.814 0.369
H -2.911 -3.624 3.891 0.157
H -5.104 -3.142 4.476 0.304
H -6.682 -1.660 5.407 0.301
H -6.200 0.900 5.191 0.500
H -4.210 1.640 4.222 0.481
C 3.821 1.809 0.050 -1.287
C 2.521 2.514 0.483 1.675
C 2.236 3.700 -0.369 -0.872
C 2.364 2.804 1.971 0.931
C 3.431 3.480 2.490 -0.695
C 3.501 3.779 3.865 -1.603
C 2.577 3.175 4.723 -0.903
C 1.491 2.437 4.264 0.446
C 0.466 1.933 5.294 0.510
C -1.000 2.221 5.012 -1.513
C 0.780 0.474 5.522 -1.217
C 1.367 2.369 2.785 -0.597
N 0.294 1.637 2.137 2.101
C -0.481 2.437 1.442 -0.730
O -0.570 3.674 1.475 -0.761
C -1.357 1.805 0.345 0.631
C -2.758 1.766 0.588 -0.691
C -3.588 1.666 -0.518 -1.192
C -3.043 1.587 -1.783 -1.073
C -1.637 1.526 -1.949 0.146
N -0.843 1.640 -0.854 0.536
C -1.103 1.286 -3.373 0.176
O -1.828 1.811 -4.267 -0.815
N -0.045 0.518 -3.476 0.210
C 0.368 0.251 -4.764 -0.332
C 1.496 0.965 -5.260 -0.076
C 1.968 0.775 -6.579 -0.583
C 1.339 -0.130 -7.409 -1.249
C 0.244 -0.809 -6.902 -0.261
C -0.215 -0.700 -5.581 0.287
C -1.438 -1.542 -5.163 1.879
C -2.746 -1.296 -6.000 -1.752
C -1.162 -3.076 -5.172 -1.571
C 2.085 2.014 -4.335 2.084
C 1.375 3.350 -4.385 -1.425
C 3.596 2.112 -4.631 -1.639
H 3.713 1.760 -1.094 0.216
H 3.833 0.791 0.501 0.302
H 4.646 2.509 0.324 0.297
H 1.827 1.735 0.303 -0.722
H 2.924 4.525 -0.068 0.239
H 1.179 3.994 -0.217 0.299
H 2.458 3.485 -1.384 0.120
H 4.162 3.843 1.831 0.412
H 4.278 4.429 4.351 0.257
H 2.651 3.434 5.772 0.302
H 0.783 2.360 6.207 0.646
H -1.224 2.158 3.958 0.079
H -1.339 3.246 5.102 0.417
H -1.674 1.636 5.601 0.493
H 0.671 -0.006 4.542 0.024
H 0.172 -0.053 6.196 0.507
H 1.852 0.402 5.807 0.390
H -3.178 1.855 1.589 0.524
H -4.643 1.630 -0.335 0.385
H -3.570 1.493 -2.687 0.684
H 2.759 1.339 -6.938 0.378
H 1.621 -0.253 -8.503 0.227
H -0.261 -1.386 -7.640 0.329
H -1.659 -1.186 -4.148 -0.651
H -2.638 -1.666 -7.011 0.376
H -3.049 -0.253 -6.041 0.338
H -3.548 -1.909 -5.589 0.471
H -1.457 -3.568 -6.077 0.475
H -1.746 -3.556 -4.329 0.275
H -0.112 -3.275 -4.952 0.354
H 1.879 1.691 -3.316 -0.285
H 1.328 3.926 -5.309 0.327
H 1.960 4.050 -3.703 0.275
H 0.348 3.346 -4.098 0.286
H 3.904 2.552 -5.576 0.445
H 4.055 1.100 -4.553 0.413
H 4.148 2.747 -3.847 0.336
S -0.290 -2.021 -2.075 -0.212
C -1.945 -2.048 -1.518 -0.421
C -2.034 -1.630 -0.215 -0.935
N -0.822 -1.354 0.310 1.039
C 0.176 -1.570 -0.510 -0.657
H -2.792 -2.318 -2.145 0.417
H -2.931 -1.557 0.379 0.484
H 1.176 -1.359 -0.199 0.487


The evaluated DFT total energy for the records listed, in turn: -2783.081366, -3358.594631, -4788.962063, -3811.608223 a.u..